C4H4N2O in the gas phase, computed with wB97M-V/def2-TZVPD.

The geometry in XYZ format:
```
11
Properties=species:S:1:pos:R:3:forces:R:3:mulliken_charge:R:1
H 0.934241 2.803203 -1.251260 -0.56 -3.08 -0.31 0.27
N 0.877739 1.755273 -1.579364 0.63 3.42 0.07 -0.60
C 0.512071 0.839714 -0.820521 -0.59 2.03 1.17 0.48
N 0.567713 -0.433518 -1.182248 0.66 -1.32 -1.13 -0.50
C 0.029876 -1.347239 -0.493191 -0.25 -0.15 1.64 -0.02
C -0.687123 -1.106082 0.744835 -0.20 -0.33 -0.49 -0.44
C -0.489299 0.121636 1.214148 -1.44 -0.34 1.06 0.05
O 0.069539 1.092553 0.537060 0.95 1.00 -0.51 -0.35
H 0.405607 -2.301807 -0.717914 -0.36 -1.64 -0.57 0.42
H -1.334662 -1.759184 1.332445 0.68 -0.25 -0.47 0.32
H -0.885702 0.335452 2.216010 0.47 0.66 -0.46 0.35
```
Positions in Å, forces in eV/Å.

The highest occupied orbital energy comes out at -9.077 eV. The HOMO-LUMO gap is 9.30 eV. As for the SMILES: [H]/N=c1/nccco1. The calculation puts the energy above the lowest of the compared OMol25 structures with the same formula, charge and spin at 182.59 kJ/mol.